Entry 1:
A structure of composition C43H62FN2OP2RbSSi at a distorted geometry, computed with ωB97M-V/def2-TZVPD.

## Properties
LUMO level in eV: 3.91
Energy relative to the best compared isomer or geometry (same formula, charge and spin) in eV: 0.037
Energy in eV: -91288.90413
Net charge: -2

Last column: Mulliken charge in e.
Element x y z (Å)
C: -2.0301 3.0220 -2.7119  0.460
C: -1.4668 -2.6324 -5.1288  0.731
C: -3.9830 2.5968 -4.2118  -0.445
H: -4.4738 2.8676 -5.1534  0.439
H: -4.2180 2.8791 2.3665  0.301
H: -2.0525 3.3269 -4.8384  0.386
H: 4.2694 3.1635 5.4620  0.284
H: -3.4732 -2.8553 -0.9866  -0.011
H: -0.8628 1.4656 -3.6135  0.765
C: -6.9651 -1.0268 -1.1212  -0.306
C: -2.7645 0.5928 -3.0844  2.364
H: -6.4816 -1.9048 -3.0129  0.506
C: -6.1242 2.8795 -0.4161  -1.326
H: -4.6883 2.8265 -3.4153  0.076
C: -1.1563 4.3605 2.1060  -0.157
H: -2.1428 6.1280 1.3575  0.494
H: -3.0114 4.5101 -3.9530  0.448
H: -4.5703 0.5076 -4.3030  0.401
H: -2.5643 -3.8773 -3.7824  0.349
H: 4.0766 0.8354 5.3272  0.355
C: -3.6531 1.1008 -4.2334  -1.217
H: -3.1704 -1.2824 2.2658  0.261
C: -2.7398 3.4504 -3.9914  -1.326
H: 1.2166 4.8212 -1.0011  0.433
H: 1.1137 1.1286 5.8472  0.414
C: 1.9418 1.2070 5.1413  -1.061
H: -4.9406 -1.6199 0.6325  -0.303
C: -3.5497 1.4420 5.3702  -0.964
H: -1.2647 -3.1465 -1.8324  0.362
C: 0.2423 3.7445 2.1543  0.377
H: -2.6993 3.1595 -1.8543  -0.150
C: 0.0571 -1.7867 -2.8622  -0.875
H: -5.1863 -3.3549 0.7209  0.479
C: -2.2649 -0.9820 1.7259  -1.364
C: -3.8806 1.5383 0.7135  0.658
C: -0.9962 -2.7208 -2.7995  -0.301
C: -5.6458 3.2398 0.8369  -1.090
P: 0.3749 2.0627 2.9724  0.086
S: 3.5160 1.8350 -1.2418  0.128
H: -1.8272 3.6846 1.5688  -0.617
H: 1.5212 5.6507 0.5269  0.391
C: -4.6149 -1.3974 -2.1010  0.662
H: 3.1880 0.7051 6.8301  0.387
H: 5.1444 1.9619 2.2701  0.252
C: 1.7248 2.4176 4.2241  0.564
H: 1.9080 0.2905 4.5463  0.422
C: -0.4502 -1.7195 -5.3028  -0.602
C: 1.7191 3.7457 5.0218  -1.193
C: -2.2969 1.4106 3.2709  -0.262
C: 2.3949 3.6017 6.3903  -0.863
H: -7.3844 -2.1596 0.6694  0.470
C: -5.3220 -2.4823 0.0755  0.162
F: -2.2029 -3.0345 -6.2202  -0.401
H: -3.1019 0.9035 -5.1623  0.502
H: -0.2455 -1.3260 -6.2938  0.372
H: 1.0754 -0.5989 -4.3598  0.361
C: 0.8349 4.9629 0.0128  -1.185
H: -0.5153 6.4173 1.9679  0.370
H: 2.6399 4.5893 6.7919  0.506
C: -6.7962 -2.2655 -0.2472  -1.311
H: 4.2484 2.7697 7.1684  0.462
C: -1.1792 1.9196 3.9654  0.326
H: 4.0302 1.0454 2.9848  0.407
H: 1.8234 3.1903 0.7671  0.295
H: -2.2934 -0.3326 -3.4406  -2.632
H: 2.2651 4.5014 4.4503  0.458
H: -6.6963 -0.1494 -0.5309  0.084
H: -1.2211 4.9262 -0.5984  -0.266
H: -6.9834 3.3785 -0.8505  0.359
H: 0.8698 4.4353 2.7275  0.479
C: -0.5612 5.5787 -0.0157  0.031
H: 1.7071 3.1370 7.1063  0.270
C: 0.2851 -1.3292 -4.1766  -0.298
Si: -2.1503 0.9187 1.3757  0.875
H: -4.1438 -1.6548 -3.0572  0.326
H: -7.1824 -3.1485 -0.7743  0.396
C: -1.6028 1.5625 -2.8110  0.186
H: -4.4723 1.2463 5.9070  0.360
H: 0.1963 2.9192 0.1801  -0.702
H: -4.9132 -3.5074 -1.7651  0.567
C: -2.4460 1.9536 6.0367  -1.079
H: -2.1835 -1.5768 0.8147  0.198
C: 0.8191 3.6234 0.7416  0.393
H: 4.7146 0.5634 1.6145  0.306
C: 3.2720 1.2904 5.9091  -0.894
H: -0.5456 6.5498 -0.5211  0.405
C: -3.4585 1.1738 4.0118  -0.002
C: -4.5188 -2.6437 -1.2098  -1.076
H: -1.4149 -1.2286 2.3732  0.479
H: 0.7074 4.1394 5.1391  0.233
H: -1.1099 1.2657 -1.8875  -1.579
C: -6.0954 -1.0939 -2.3778  -1.324
C: -4.5599 2.5742 1.3841  -0.104
C: -1.2706 2.1830 5.3347  -0.580
H: -0.4193 2.5662 5.8802  0.201
C: -4.3713 1.2026 -0.5729  0.560
Rb: 0.9101 0.2349 -0.6359  1.243
C: -1.7591 -3.1561 -3.8887  -0.568
C: 3.6457 2.7403 6.2568  -0.665
H: -1.5586 4.4685 3.1164  0.448
O: 2.1763 2.3163 -1.6941  -0.553
H: -8.0138 -0.9030 -1.4125  0.424
P: -3.4144 -0.0912 -1.4739  0.664
H: -1.1482 3.6434 -2.5331  0.280
N: 4.9287 1.0000 2.5129  -0.896
N: 3.6270 0.7260 -0.2904  -0.532
H: -4.3263 0.7694 3.4974  0.453
H: -6.1259 4.0360 1.3973  0.352
H: -6.2094 -0.1784 -2.9601  0.266
H: -5.8562 1.5655 -2.0705  0.609
H: -2.4920 2.1665 7.0993  0.391
C: -5.4800 1.8607 -1.1014  -0.703
H: 2.6003 2.4467 3.5593  0.334
C: -1.1314 5.7113 1.3937  -1.312

Entry 2:
A structure of composition C43H62GeN3P2V at a distorted geometry, computed with ωB97M-V/def2-TZVPD.

## Properties
<S²>: 2.021
Spin multiplicity: 3
LUMO level (spin up / spin down) in eV: 0.10 / 0.10
Energy relative to the best compared isomer or geometry (same formula, charge and spin) in eV: 0.000
Energy in eV: -150847.92651

Last column: Mulliken charge in e.
Element x y z (Å)
C: -3.2176 -4.8642 -2.0468  -0.675
N: 1.1770 1.0303 -0.2928  0.455
P: -1.7715 -1.8042 0.3417  2.473
C: 0.9578 3.6075 -2.0135  -1.554
C: 3.2383 4.4908 -1.4014  -1.914
H: -3.4861 -1.0031 4.4010  0.529
H: -2.3231 -1.8286 -5.3130  0.361
H: -2.8908 -4.1950 1.7163  0.469
C: -3.1041 0.6260 0.1618  0.879
H: -2.1672 -0.3432 -6.2601  0.490
N: -2.0197 2.0859 7.0642  -0.537
C: 0.2597 1.1252 -5.4685  -1.436
H: -4.0865 2.4722 -0.3009  0.473
C: 4.4444 3.0629 1.4257  -1.979
C: -2.4787 -3.4249 -0.2530  -0.502
H: 2.6672 -0.7480 -1.2338  0.019
C: -2.1376 -2.7042 -2.6613  -0.484
H: -1.1803 -2.2674 -2.3884  -0.674
H: 0.1822 2.9034 -1.7304  -0.040
C: 3.3180 2.0315 1.3195  2.885
H: -3.0543 -0.3248 -4.7299  0.357
H: 4.0726 4.0876 1.4104  0.309
N: 0.0230 0.2102 3.1795  0.584
H: -6.3061 1.4701 -0.6538  0.386
C: 0.5264 -0.0745 5.9055  -0.292
H: 2.1716 3.3733 2.6357  0.183
H: 3.1558 -0.1448 1.3963  0.318
C: -2.1859 -0.7466 -5.2433  -1.348
C: -2.6045 -3.6843 -1.6276  0.601
C: 2.0309 3.6808 -0.9170  2.257
C: 1.3796 4.3996 0.2759  -1.730
H: -4.6942 -2.3985 0.1441  0.405
H: 1.6919 -1.4251 -3.8372  0.137
H: 1.3137 1.3104 -5.2628  0.343
H: -0.2752 2.0784 -5.4152  0.378
C: -1.3396 1.4845 6.3613  -0.209
C: -4.5583 -1.3264 0.0692  -0.924
H: 3.6347 0.7583 -3.7057  0.699
C: 3.6794 -0.3843 -1.3822  -1.575
H: 4.1582 0.5705 2.6692  0.672
H: -1.4480 1.0577 1.4459  -0.988
C: -3.7076 -5.7865 -1.1377  -0.826
C: 2.2384 2.3150 2.3859  -1.897
C: -2.9720 -4.3698 0.6522  -0.536
H: 0.4200 -2.6544 -3.9512  0.376
C: -1.7853 1.2484 0.4204  -0.272
C: 5.1259 1.6555 -1.5404  -2.068
H: 0.2247 -3.4216 1.1195  0.527
H: -4.2065 -1.7294 2.9583  0.293
H: 2.1094 4.6817 1.0335  0.260
H: 0.9115 5.3200 -0.0854  0.660
H: -3.1538 -0.3332 2.7986  0.254
C: 3.6869 1.1418 -1.5906  2.592
H: -3.9559 -6.2501 0.9449  0.461
C: -2.1162 -2.1806 3.2420  1.601
H: -2.0405 -3.1828 -3.6342  0.632
V: -0.3071 0.1541 -0.5493  0.290
H: 5.6927 1.1677 -2.3404  0.523
H: -1.1108 1.5141 -2.6711  0.550
C: 3.0976 1.3818 -2.9838  -2.212
H: 2.4806 1.7808 3.3104  0.645
H: -1.4885 1.5106 3.7104  0.532
Ge: -0.5276 -0.2439 -4.2841  0.934
H: -1.8037 2.3213 0.2354  0.660
C: -3.5792 -5.5387 0.2195  -0.895
H: 5.6212 1.4120 -0.5992  0.329
C: -0.3165 -3.2675 2.0490  -0.675
H: 0.5022 4.5969 -2.1279  0.548
H: 1.6020 -1.0572 2.8620  0.496
H: 1.3580 3.3107 -2.9824  0.303
P: 2.4682 1.9232 -0.3647  -1.691
C: -4.2184 1.4022 -0.1882  -0.851
C: -1.4087 -2.3931 2.0516  0.939
H: 0.6016 3.7850 0.7319  0.137
H: 2.9053 5.5101 -1.6250  0.518
H: -2.2519 -2.7257 5.3071  0.429
C: -5.4661 0.8415 -0.3797  -0.871
H: 4.0236 4.5571 -0.6460  0.281
H: 4.0836 -0.8633 -2.2797  0.510
H: 2.1177 -1.3714 5.2697  0.479
C: 1.0133 -0.5585 3.6236  -0.209
H: 3.1985 2.4166 -3.3092  0.214
H: 2.0460 1.0974 -3.0043  -0.060
H: 3.6739 4.0795 -2.3131  0.306
H: 0.1811 0.7486 -6.4931  0.461
H: 1.2620 1.9663 2.0581  0.056
C: 1.3013 -0.7276 4.9675  -1.215
H: -4.1879 -6.6942 -1.4868  0.377
H: -2.0047 0.0557 -2.3174  0.648
C: -1.7026 -2.8734 4.3821  -0.685
H: 4.7964 0.4357 1.0348  0.404
H: 5.1920 2.7344 -1.6979  0.306
H: 1.0451 -1.8911 -5.4209  0.443
C: 0.7828 -1.7158 -4.3729  -1.030
C: -3.3050 -1.2572 3.3549  -1.727
H: 4.2947 -0.6975 -0.5414  0.357
H: 0.8998 -4.6540 3.1507  0.410
C: -0.4967 0.7456 5.4572  -0.203
H: 4.9543 2.9169 2.3834  0.554
C: -0.7012 0.8590 4.0819  -0.104
H: 0.6995 -0.1983 6.9668  0.527
C: -3.2849 -0.7726 0.2480  0.685
H: -3.3210 -5.0517 -3.1103  0.445
H: 5.1882 2.9547 0.6342  0.306
C: -0.6320 -3.7541 4.3638  -0.908
C: 3.8923 0.6329 1.6108  -2.171
H: -2.8556 -1.8859 -2.7613  0.416
C: -0.9870 0.4394 -2.5061  -1.308
C: -5.6498 -0.5289 -0.2197  -0.822
C: 0.0695 -3.9585 3.1850  -1.049
H: -6.6280 -0.9771 -0.3452  0.448
H: -0.3421 -4.2731 5.2704  0.365